1.
Formula: C21H20CoF6N2O2Si
Source: the Open Molecules 2025 dataset
Level of theory: ωB97M-V with the def2-TZVPD basis set

Computed properties:
* 2S+1: 2
* highest occupied orbital energy (spin up / spin down): -0.271 / -0.270 Eh
* ΔE to the lowest compared entry with this formula, charge and spin: 0.0 kcal/mol
* total charge: 0
* ⟨S²⟩: 0.90

Cartesian coordinates (Å):
Co 0.91418 -0.20821 0.84741
O 2.89433 0.06579 1.13004
C 3.32498 1.35896 0.71668
C 2.18266 2.33241 0.85670
C 2.37157 3.70453 0.79181
C 1.26952 4.53119 0.90277
C 0.01375 3.96810 1.08020
C -0.09539 2.59329 1.12589
N 0.97286 1.79406 1.01482
H 3.07772 -0.60654 0.44080
H 3.65831 1.33441 -0.32400
H 4.16426 1.67293 1.34015
H 3.36684 4.10594 0.65677
H 1.38765 5.60551 0.85331
H -0.87078 4.58036 1.17832
H -1.04261 2.08544 1.24461
C -1.88245 -2.05007 -1.54200
Si -1.72546 -0.33868 -0.80321
C -0.62949 0.69693 -1.92026
C -3.43528 0.43763 -0.86907
N -0.99216 -0.33123 0.76955
C -1.56923 -0.35627 2.01414
C -2.95009 -0.32140 2.30052
C -3.43823 -0.32309 3.59746
C -2.59217 -0.35628 4.69587
C -1.22324 -0.39033 4.46797
C -0.77656 -0.38604 3.17225
F 0.59943 -0.42483 2.98202
H -2.65381 -2.06340 -2.31629
H -2.15202 -2.78799 -0.78349
H -0.95189 -2.37280 -2.00367
H -0.89616 0.52422 -2.96637
H 0.42642 0.44642 -1.81504
H -0.73980 1.76590 -1.72006
H -3.68282 0.56969 -1.92675
H -3.48875 1.41833 -0.39181
H -4.21237 -0.19697 -0.44258
H -3.65084 -0.29740 1.48318
H -4.51051 -0.29989 3.74589
H -2.98132 -0.35978 5.70391
H -0.50055 -0.42434 5.27215
F 2.12677 -3.60231 -5.39641
C 2.01903 -3.08735 -4.16678
C 2.44747 -1.79793 -3.90643
F 2.98241 -1.06062 -4.88441
C 2.33505 -1.28198 -2.62949
F 2.80688 -0.04109 -2.38671
C 1.78804 -2.00923 -1.56649
O 1.71651 -1.50058 -0.35953
C 1.38364 -3.31600 -1.86018
F 0.84554 -4.06626 -0.89384
C 1.49142 -3.84359 -3.13401
F 1.07673 -5.08957 -3.37633



2.
Formula: C21H20F3NO8
Source: the Open Molecules 2025 dataset
Level of theory: ωB97M-V with the def2-TZVPD basis set

Computed properties:
* highest occupied orbital energy: -0.357 Eh
* total charge: 0
* SMILES: CCOCCc1cc(C[C@@H](O)C(F)(F)F)cc2c1C(=O)NC2=O.O=C1C=C(O)C(=O)C=C1O

Cartesian coordinates (Å):
C -2.44593 -1.60065 -0.01533
C -1.97674 -1.23996 -1.40579
O -0.67146 -0.64083 -1.33461
C -0.69172 0.73917 -1.63687
C 0.70653 1.31898 -1.38317
C 0.63661 2.43924 -0.37090
C 1.04221 2.24251 0.95046
C 0.93417 3.27324 1.90398
C 1.33276 3.00425 3.33813
C 0.11439 2.61633 4.20189
O -0.83961 3.63473 4.26916
C -0.54099 1.30283 3.79468
F 0.34890 0.37486 3.43224
F -1.40211 1.46793 2.77541
F -1.24914 0.80378 4.81689
C 0.43806 4.52651 1.54408
C 0.03139 4.70937 0.23084
C 0.12575 3.69290 -0.70192
C -0.40866 4.19954 -1.99311
O -0.37981 3.69303 -3.07049
N -0.95655 5.49633 -1.74502
C -0.57016 5.90116 -0.42682
O -0.71242 6.99243 0.01806
H -2.39227 -0.71956 0.62000
H -1.84013 -2.39434 0.40426
H -3.49400 -1.89428 -0.05258
H -2.68068 -0.52514 -1.83309
H -1.90544 -2.09617 -2.06211
H -0.98573 0.92775 -2.66898
H -1.40614 1.22820 -0.96880
H 1.34482 0.53896 -0.98152
H 1.12796 1.72062 -2.29819
H 1.43130 1.28851 1.26850
H 2.07118 2.21203 3.37882
H 1.71056 3.92430 3.76986
H 0.47576 2.46313 5.21610
H -1.34087 3.66554 3.44612
H 0.35798 5.34420 2.24480
H -1.96740 5.56027 -1.79751
O -0.35823 -3.64868 -1.30366
C 0.30129 -4.64905 -1.51161
C -0.19255 -6.00794 -1.39924
C 0.64036 -7.02938 -1.64129
O 0.27491 -8.30133 -1.56333
C 2.08163 -6.81211 -2.02571
O 2.76588 -7.80168 -2.20919
C 2.56639 -5.45039 -2.15715
C 1.73239 -4.42874 -1.91793
O 2.08458 -3.15436 -2.01320
H -1.22688 -6.15215 -1.12079
H 1.07007 -8.82486 -1.78330
H 3.59711 -5.30543 -2.44756
H 1.29068 -2.62561 -1.78352